The following is a DFT calculation (wB97M-V/def2-TZVPD) of a 12-piece molecular cluster, C44H120N8O12 overall at a distorted geometry.

Calculated values
**SMILES**: COC[C@H](C)N.COC[C@H](C)N.COC[C@H](C)N.COC[C@H](C)N.COC[C@H](C)N.COC[C@H](C)N.COC[C@H](C)N.COC[C@H](C)N.CC(C)O.CC(C)O.CC(C)O.CC(C)O
**HOMO-LUMO gap**: 9.3 eV
**HOMO level**: -8.8477 eV
**Molar mass**: 953.49 g mol⁻¹
**E**: -84057.623 eV

```
184
Properties=species:S:1:pos:R:3:forces:R:3
C -3.4012 4.0520 2.7531 -1.277 0.627 -0.928
O -3.1571 3.7864 1.3696 -0.375 0.780 -0.209
C -3.9752 2.7560 0.8784 0.248 0.034 -1.233
C -3.6475 2.4090 -0.6098 -1.502 -0.064 0.920
C -3.7542 3.5657 -1.5928 -0.679 0.408 0.932
N -4.5555 1.2808 -1.0574 0.522 0.135 1.185
H -3.1163 5.1119 2.9724 -0.310 -0.980 -0.152
H -2.8175 3.3605 3.3037 0.680 -0.586 1.004
H -4.4910 3.8453 2.9810 1.044 0.559 -0.063
H -3.7619 1.8862 1.4685 -0.057 -0.994 0.409
H -5.0528 2.9541 0.9507 -0.015 0.403 0.166
H -2.6566 2.0292 -0.5745 0.992 -0.488 -0.398
H -3.9583 3.1567 -2.5484 -0.203 -0.340 -1.072
H -2.8753 4.1721 -1.6877 0.712 0.109 0.194
H -4.5578 4.2803 -1.3457 0.044 -0.425 0.064
H -4.5977 0.5608 -0.3142 0.198 0.476 -0.445
H -5.5093 1.6094 -1.0904 -0.263 0.376 -0.262
C -0.1742 -3.1502 0.5275 0.415 -1.392 1.021
O -1.3943 -3.8218 0.5824 -0.587 -0.973 -0.396
C -1.4501 -4.9993 1.3640 0.505 0.178 0.768
C -2.8301 -5.6763 1.1153 0.857 1.670 0.084
C -3.9248 -4.7560 1.8135 1.492 -1.472 0.055
N -2.7582 -7.0683 1.4728 -0.261 0.092 0.052
H 0.5747 -3.5635 -0.1417 0.005 -0.528 -0.368
H 0.2763 -3.0941 1.5107 0.162 0.285 0.385
H -0.4411 -2.2101 0.1943 -0.052 2.199 -0.591
H -0.5483 -5.6435 1.1725 -0.961 0.191 -0.109
H -1.3646 -4.6640 2.4419 -0.111 -0.526 -0.612
H -2.9400 -5.7004 0.0370 -0.302 0.519 -0.314
H -3.7747 -3.7111 1.5244 0.076 -0.134 0.476
H -3.8931 -4.9900 2.9118 0.070 0.726 -0.842
H -4.8932 -5.0370 1.4709 -0.946 -0.305 -0.320
H -3.6807 -7.4628 1.3217 0.195 -0.325 0.431
H -2.4678 -7.1398 2.4329 -0.277 -0.441 0.450
C 1.5266 -0.2578 -1.7671 -0.176 -1.080 0.242
O 2.4082 0.5306 -2.5303 -0.101 0.232 -0.654
C 3.7201 -0.0013 -2.5472 -0.344 -0.539 -1.564
C 4.6252 0.7335 -3.5163 -0.314 1.337 1.152
C 5.9965 0.0400 -3.6157 -0.517 0.897 0.666
N 4.6603 2.1097 -2.9494 -0.036 -0.685 0.162
H 0.4826 0.1265 -1.7689 0.926 -0.030 -0.541
H 1.8498 -0.2055 -0.7253 -0.005 -0.358 0.300
H 1.5435 -1.3515 -2.1101 -0.172 1.369 0.409
H 4.1152 -0.0531 -1.5691 0.687 0.336 1.243
H 3.7311 -1.0119 -2.9072 -0.539 -1.055 -0.202
H 4.1377 0.7839 -4.4933 0.042 -0.412 -0.190
H 6.3919 -0.1642 -2.5891 -0.094 0.275 -0.858
H 6.6846 0.6744 -4.2080 -0.184 -0.474 0.415
H 5.8266 -0.8997 -4.1220 0.248 -0.319 -0.188
H 5.3260 2.6957 -3.4021 0.412 0.475 -0.528
H 3.7301 2.5092 -3.0652 0.327 0.043 0.137
C 0.6128 -1.8003 6.5143 -1.874 -1.217 -1.043
O -0.7111 -1.9524 7.0486 -0.230 0.468 -0.222
C -1.6780 -2.4385 6.1194 1.410 -1.246 0.257
C -1.8815 -1.5971 4.8966 -0.141 0.450 -0.202
C -2.2459 -0.1661 5.3115 -0.265 0.290 -1.592
N -2.9838 -2.2077 4.1190 0.265 1.311 2.363
H 0.5944 -1.1276 5.6247 0.338 -0.601 0.470
H 0.9382 -2.8496 6.2757 0.378 1.082 -0.112
H 1.1610 -1.3515 7.2977 0.898 0.290 0.709
H -1.3950 -3.4788 5.8118 -0.102 0.502 0.074
H -2.6097 -2.5298 6.6428 -0.492 0.099 0.418
H -0.9617 -1.5669 4.2904 -0.207 0.024 0.099
H -2.2685 0.4311 4.3825 -0.223 -0.063 0.173
H -1.5506 0.3775 5.9368 0.236 -0.418 0.462
H -3.2509 -0.1317 5.7329 0.011 -0.042 0.253
H -2.6581 -2.7927 3.4094 0.128 -0.615 -1.515
H -3.6770 -1.5125 3.8967 0.278 -0.612 -0.465
C -2.1761 2.5802 -4.9421 1.405 -1.063 -1.282
O -1.3193 3.5487 -4.3720 1.279 -0.420 -0.189
C -0.4016 2.9879 -3.4038 -2.053 1.170 0.386
C 0.4846 4.0777 -2.8328 -0.443 -0.468 2.061
C 1.5665 4.4853 -3.7705 0.144 0.813 -0.070
N 1.0663 3.4653 -1.6027 -1.469 0.731 -0.259
H -2.7017 2.0994 -4.1749 -1.429 -0.497 1.216
H -1.6750 1.6395 -5.4235 -0.158 1.854 0.365
H -2.8099 3.0799 -5.6817 0.110 -0.175 0.275
H -1.0404 2.6059 -2.5835 0.424 -0.251 -0.178
H 0.2190 2.2087 -3.8017 0.256 -0.707 -0.543
H -0.1689 4.8727 -2.4264 0.320 0.110 -0.836
H 2.1413 3.5631 -3.9610 -0.148 0.466 -0.511
H 2.2219 5.1663 -3.1937 -0.124 -0.033 -0.716
H 1.1290 4.9732 -4.6731 0.721 -0.429 0.461
H 1.8622 3.8945 -1.1702 0.334 0.144 -0.308
H 1.1719 2.5047 -1.7808 0.831 -1.342 0.173
C 4.4410 1.5820 0.6653 -0.221 -0.447 -0.369
O 5.0909 1.5275 1.9262 -0.093 -0.452 0.805
C 6.3906 2.0846 2.1177 0.303 0.604 -1.239
C 7.4172 1.3200 1.2571 0.452 -0.415 1.205
C 7.9590 0.0398 1.9089 0.396 0.602 0.373
N 8.5205 2.1562 0.8598 0.744 0.384 0.210
H 3.9148 0.6114 0.4417 0.936 0.541 0.335
H 5.1254 1.8339 -0.1588 -0.419 0.000 0.193
H 3.6015 2.2656 0.7354 0.069 0.645 -0.149
H 6.4266 3.1804 1.8262 -0.249 -1.030 0.277
H 6.6412 2.0115 3.1841 -0.290 -0.025 -0.292
H 6.9193 0.9259 0.4163 -1.090 -0.180 -1.328
H 8.3592 0.1422 2.9103 -0.331 0.399 0.475
H 8.8298 -0.2990 1.3835 0.415 -0.276 -0.787
H 7.2457 -0.7592 1.8854 -0.558 -0.394 0.096
H 9.1587 1.6278 0.2804 0.116 0.013 0.051
H 8.2625 2.9771 0.3316 -0.311 0.049 0.009
C -5.4465 -0.7165 2.9241 -2.305 -0.348 -0.592
O -5.4495 -1.7118 1.8983 -1.276 0.186 -0.721
C -6.7541 -2.3646 1.7331 1.206 0.436 -1.024
C -6.9662 -2.9327 0.2953 0.467 0.065 -0.039
C -7.6124 -1.9775 -0.7046 0.067 0.670 0.642
N -7.8149 -4.0997 0.4057 0.540 0.971 3.277
H -5.8944 -1.2333 3.8097 1.040 0.851 0.050
H -6.0976 0.1943 2.7329 0.312 -1.042 -0.240
H -4.4498 -0.3235 2.9288 0.522 0.017 0.632
H -6.8602 -3.1637 2.4457 0.221 -0.525 0.389
H -7.5479 -1.6697 1.9449 -0.413 0.567 0.052
H -6.0356 -3.2669 -0.1684 0.620 0.464 0.475
H -8.7053 -2.0323 -0.6151 0.191 0.346 0.190
H -7.3746 -2.2236 -1.7294 0.200 -0.244 -0.275
H -7.2329 -0.9562 -0.5290 -0.387 -0.254 -0.102
H -7.2758 -4.8798 0.7022 0.341 -0.772 0.391
H -8.1764 -4.3050 -0.4396 -1.617 -0.929 -3.410
C 2.5019 -3.7684 -3.9396 0.159 -0.040 1.027
O 2.7467 -3.3699 -5.2654 -0.135 -0.540 0.840
C 2.0825 -2.1796 -5.6348 2.123 -0.279 -0.529
C 2.5710 -1.9362 -7.1125 -0.431 -0.394 0.803
C 4.0744 -1.8262 -7.0951 0.827 2.061 -0.288
N 1.9558 -0.7672 -7.7029 -0.623 -1.027 -0.657
H 1.4620 -4.0285 -3.7036 -0.172 -0.072 -0.550
H 2.7373 -3.0101 -3.1503 0.224 -0.096 -0.802
H 3.1172 -4.6474 -3.7195 -0.087 0.154 -0.200
H 1.0454 -2.2786 -5.4398 -1.474 -0.160 -0.501
H 2.4123 -1.3964 -4.9340 0.160 0.416 -0.396
H 2.3989 -2.8461 -7.6874 -0.860 0.056 -0.094
H 4.5715 -1.2925 -7.9515 -1.012 -0.499 0.393
H 4.6121 -2.7359 -6.9740 0.067 -0.853 0.278
H 4.2631 -1.1888 -6.2382 0.673 0.164 0.385
H 2.3797 0.0621 -7.3746 0.467 1.006 0.434
H 0.9663 -0.7357 -7.4852 0.059 0.101 -0.082
C -0.6033 7.3150 -0.2573 0.480 1.150 -0.389
C -0.7159 6.8331 1.1525 2.093 0.215 0.734
C -0.0962 5.4341 1.4430 0.265 1.542 0.756
O -0.0538 7.8897 1.8988 1.350 -1.329 1.907
H 0.2786 6.9794 -0.8095 0.527 0.424 0.566
H -0.7763 8.4337 -0.3678 0.387 -1.466 0.312
H -1.3341 6.8269 -0.7940 -2.159 -0.916 -1.445
H -1.7146 6.8266 1.4891 -1.489 -0.010 0.191
H 0.9493 5.4939 1.0695 -0.624 -0.641 0.258
H -0.7017 4.6330 1.0611 0.006 -0.325 -0.852
H -0.1282 5.2323 2.5435 0.334 0.442 -0.615
H 0.4884 7.4743 2.6415 -1.198 0.847 -1.445
C -2.9412 -1.5617 -0.8750 -0.709 0.634 0.693
C -2.0449 -1.0548 -1.9777 -0.639 -0.877 0.228
C -1.5452 -2.2327 -2.7770 1.021 -0.717 -0.317
O -2.7886 -0.1396 -2.7515 1.028 -0.259 -0.975
H -2.5160 -2.3288 -0.2331 -0.262 -0.190 -0.340
H -3.9679 -1.7737 -1.2230 0.555 -0.611 -0.217
H -3.1280 -0.7106 -0.2389 0.122 0.353 0.680
H -1.2063 -0.5559 -1.4848 0.071 0.116 -0.243
H -2.2868 -2.9792 -3.0028 -0.860 -0.026 -0.010
H -0.7916 -2.8206 -2.2302 -0.077 0.408 0.192
H -1.0823 -2.0131 -3.7308 0.133 0.583 -0.244
H -3.5512 0.1256 -2.2379 -0.583 0.629 0.263
C -0.8785 0.5977 1.3159 0.394 0.888 1.910
C 0.5074 0.7946 1.9361 0.124 -0.692 -0.766
C 0.5729 1.7638 3.0879 -0.822 -1.334 0.020
O 0.9383 -0.5218 2.2604 0.678 0.063 0.806
H -0.8461 -0.1118 0.5089 -0.139 -0.093 -0.278
H -1.2513 1.5812 1.0476 -0.227 0.044 -0.476
H -1.5057 0.2391 2.1605 0.063 -0.154 -0.662
H 1.2100 1.2032 1.2035 -0.045 0.014 -0.485
H -0.1416 1.5089 3.8668 -0.051 0.062 0.187
H 0.4010 2.7228 2.7050 -0.613 1.616 -0.458
H 1.5564 1.7943 3.4734 1.155 -0.193 0.672
H 1.8232 -0.4507 2.6981 -0.565 -0.131 -0.480
C 3.3274 -2.5254 4.0859 1.385 -0.051 0.528
C 4.1036 -1.8714 2.9488 1.680 -0.843 0.770
C 3.8174 -2.5220 1.5709 0.855 0.532 0.391
O 3.6124 -0.5747 2.9679 0.250 1.520 -0.178
H 3.6410 -3.5422 4.0910 0.165 -1.129 0.356
H 2.3147 -2.5362 3.7362 -0.937 0.247 0.462
H 3.5175 -2.1040 5.1381 -0.519 -0.272 -1.831
H 5.2677 -1.8827 3.1533 -2.089 0.031 -0.241
H 4.6867 -2.3656 0.9035 -0.538 0.179 0.096
H 2.9226 -2.0161 1.1891 0.098 -0.434 -0.175
H 3.7091 -3.5978 1.6449 -0.317 -0.199 0.035
H 4.2527 0.0258 2.5627 0.069 0.468 0.035
```
Forces are in eV/Å.